1.
100
Properties=species:S:1:pos:R:3:forces:R:3 method="wB97M-V/def2-TZVPD" e_above_lowest_kj_mol=0.00 spin_multiplicity=1
Cs -0.22084 1.30003 -0.05086 -0.28 0.95 -0.49
C -2.63054 4.65938 -0.10270 -0.15 -0.08 0.21
C -2.06304 4.66902 -1.49144 0.25 0.01 -0.05
C -2.71151 3.47455 -2.12887 -0.07 -0.10 -0.04
C -3.50630 2.87031 -1.23499 0.08 -0.12 -0.08
C -3.44722 3.60489 0.03374 0.07 0.15 0.03
H -2.37484 5.37392 0.66484 0.05 0.04 -0.05
H -2.15241 5.60774 -2.04076 -0.10 0.01 0.03
H -2.52548 3.16164 -3.14502 0.01 0.02 -0.01
H -4.08567 1.97085 -1.39566 -0.01 -0.01 0.00
H -3.97996 3.33095 0.93285 -0.02 -0.03 -0.01
C -0.55425 -3.90985 -0.12778 -0.02 0.01 0.05
C -0.77795 -3.45971 -1.57005 -0.13 -0.06 -0.03
C -1.85882 -4.30071 -2.24001 -0.05 0.00 0.00
P -1.08013 -1.62705 -1.58289 0.29 0.18 0.12
C -1.38403 -1.26972 -3.38060 -0.01 -0.01 -0.03
C -0.08008 -1.52048 -4.14155 0.03 -0.02 -0.01
C -1.83308 0.17687 -3.57920 -0.14 0.20 0.02
C -2.70820 -1.42404 -0.77651 0.04 -0.05 -0.09
C -3.88276 -1.54426 -1.52550 -0.11 0.04 0.13
C -5.13875 -1.39057 -0.96674 0.03 -0.01 -0.09
C -5.21983 -1.11052 0.39527 -0.03 0.02 0.07
C -4.08290 -0.98827 1.16124 -0.05 0.04 0.03
C -2.77995 -1.13503 0.62135 0.01 0.02 -0.13
N -1.66337 -0.92449 1.38780 0.23 -0.02 -0.07
C -1.65563 -1.33830 2.70107 -0.02 0.01 0.12
C -2.28781 -2.54287 3.09158 0.01 -0.01 0.02
C -2.19373 -3.04600 4.36990 -0.04 -0.04 -0.04
C -1.46039 -2.37527 5.34248 0.05 0.06 0.03
C -0.85014 -1.18369 4.99503 -0.02 -0.06 0.02
C -0.93648 -0.63728 3.71163 -0.04 -0.01 0.04
P -0.21783 1.00863 3.34899 -0.02 0.01 -0.09
C -1.51495 2.14751 4.06857 -0.09 -0.09 -0.03
C -1.43853 3.53176 3.42406 -0.05 0.10 -0.02
C -1.58202 2.22685 5.58776 0.01 -0.02 0.07
C 1.21497 1.13610 4.51949 -0.05 -0.04 0.12
C 2.24755 0.06091 4.18417 0.02 -0.02 -0.05
C 1.84949 2.52280 4.42223 0.04 0.05 0.00
H -0.35443 -4.98323 -0.09218 0.02 0.00 0.00
H -1.43752 -3.71365 0.48377 -0.01 -0.01 -0.01
H 0.28364 -3.38366 0.33046 0.01 0.01 -0.01
H 0.16437 -3.58242 -2.11463 0.00 0.00 0.01
H -2.82326 -4.14896 -1.75008 0.01 0.00 0.01
H -1.61645 -5.36424 -2.16912 0.02 0.00 0.00
H -1.97832 -4.06219 -3.29835 0.01 0.01 0.00
H -2.15283 -1.92238 -3.80507 -0.01 0.01 0.04
H 0.74129 -0.95176 -3.69636 0.00 0.01 0.00
H -0.18005 -1.21087 -5.18487 -0.01 0.00 -0.01
H 0.20294 -2.57380 -4.13720 -0.01 -0.01 0.01
H -1.10214 0.91384 -3.22209 0.12 -0.24 0.01
H -2.76859 0.38974 -3.05866 -0.01 -0.05 -0.02
H -1.99154 0.37625 -4.64290 0.00 0.00 -0.01
H -3.80707 -1.77266 -2.58146 -0.04 -0.02 -0.01
H -6.03138 -1.49401 -1.56914 0.00 0.00 -0.01
H -6.18806 -0.97893 0.86500 -0.01 0.00 -0.01
H -4.17764 -0.75721 2.21556 0.03 -0.01 0.01
H -2.84835 -3.09424 2.34693 0.00 0.01 -0.02
H -2.68691 -3.98191 4.60542 0.01 0.00 0.02
H -1.36900 -2.76776 6.34643 -0.01 -0.01 0.00
H -0.28677 -0.65731 5.75606 0.00 0.00 0.00
H -2.44031 1.67496 3.71527 0.02 0.00 0.00
H -0.52665 4.06873 3.69300 0.01 -0.05 0.01
H -2.28185 4.15115 3.74457 -0.01 -0.01 0.02
H -1.47452 3.46609 2.33343 0.03 -0.02 0.05
H -0.68083 2.67722 6.01018 0.01 0.01 -0.02
H -1.70532 1.23830 6.03145 -0.01 0.00 0.00
H -2.42727 2.84205 5.90698 -0.02 0.00 -0.02
H 0.88339 0.99621 5.55290 0.00 -0.03 -0.03
H 2.65325 0.22144 3.18219 -0.01 0.02 -0.01
H 1.81785 -0.94104 4.21553 -0.01 0.00 0.03
H 3.07721 0.09762 4.89393 0.01 0.01 0.00
H 2.09764 2.77294 3.38725 0.00 -0.02 -0.01
H 2.77579 2.55176 5.00158 0.00 0.01 0.01
H 1.19731 3.30636 4.80854 -0.01 -0.01 -0.01
O 0.12831 5.22556 -1.72318 -0.06 -0.10 0.01
N -0.59351 4.35800 -1.33254 -0.08 0.15 -0.06
O 1.17842 -0.81069 0.96740 0.37 -0.48 0.20
H 1.59252 -1.44461 1.56030 0.01 0.02 0.03
H 0.20792 -0.97979 1.05602 -0.11 -0.30 0.10
S 5.69646 0.90473 -4.92270 -0.02 0.00 -0.08
C 4.30380 1.09390 -3.85282 -0.10 -0.01 0.09
C 3.12092 1.59823 -4.37891 0.00 0.03 0.03
C 2.04533 1.78706 -3.52578 -0.01 0.01 -0.09
N 2.06598 1.49526 -2.22949 0.06 0.05 -0.02
C 3.20719 1.01511 -1.73600 -0.02 -0.07 0.02
C 4.34643 0.80588 -2.49265 0.02 -0.03 -0.06
C 6.46382 -0.53312 -4.22301 0.17 -0.06 0.11
C 5.81741 -1.76192 -4.17538 -0.06 0.04 -0.01
C 6.49397 -2.84288 -3.63580 -0.05 -0.01 -0.01
N 7.74065 -2.78145 -3.17270 0.02 -0.06 0.03
C 8.35339 -1.60640 -3.23438 0.02 0.09 -0.02
C 7.76224 -0.45496 -3.74029 -0.04 0.02 -0.06
H 3.02906 1.82840 -5.43168 0.02 0.00 -0.01
H 1.11226 2.17686 -3.91924 -0.01 0.01 0.01
H 3.21166 0.77573 -0.67762 -0.02 -0.02 0.01
H 5.24226 0.41592 -2.02940 0.00 0.00 0.00
H 4.80746 -1.87831 -4.54549 0.00 0.02 0.00
H 6.00762 -3.81016 -3.58132 0.01 -0.01 0.01
H 9.36798 -1.56827 -2.85399 0.00 -0.02 0.01
H 8.30024 0.48292 -3.75655 0.01 0.00 0.02

2.
102
Properties=species:S:1:pos:R:3:forces:R:3 method="wB97M-V/def2-TZVPD" spin_multiplicity=1 charge=+1
C 0.49866 6.00807 -4.88469 2.03 0.23 6.64
C 1.03175 6.03159 -3.67236 -2.58 -1.48 -4.41
C 1.53631 5.72394 -2.18563 0.38 0.64 1.07
C 1.93226 6.96797 -1.29048 0.57 -3.98 1.92
I 1.80509 9.03730 -2.01751 0.12 -2.02 0.64
C 2.45732 6.69587 0.17727 -1.15 -2.72 -2.10
C 2.56883 5.21731 0.77605 -1.39 0.63 -2.75
C 3.13641 5.07720 2.27820 -0.69 0.73 -0.27
O 4.49639 4.55968 2.27872 -1.24 1.42 -0.46
C 5.42984 5.48431 1.63374 1.77 -0.45 -0.01
C 6.11176 4.77070 0.33639 -0.84 0.64 -0.01
C 5.56260 5.31699 -1.08679 0.79 -0.02 -0.50
C 2.12751 3.96526 -0.10811 0.09 3.40 -1.74
C 1.63262 4.27034 -1.58704 0.63 1.11 1.33
C 1.22610 2.97416 -2.47119 -1.29 -0.04 -1.66
O 0.37004 2.97749 -3.41245 3.75 0.03 4.05
C 2.04359 1.60579 -2.11245 1.40 -1.89 0.31
C 2.34030 0.64802 -3.32051 1.35 -1.02 4.45
C 3.17261 -0.68203 -2.98934 -2.07 2.61 2.08
P 3.55264 -1.76223 -4.51706 0.93 0.29 -1.75
O 2.71542 -1.10908 -5.90063 0.17 -2.30 2.27
O 3.01748 -3.38095 -4.37252 1.30 2.08 -0.26
S 5.46305 -1.60436 -4.96712 -1.14 -0.52 0.63
C 3.65487 -1.05230 -1.50043 -1.24 2.45 -1.00
C 4.49070 -2.41649 -1.36286 0.48 -0.24 -0.43
C 3.60979 -3.75520 -1.16009 -0.40 -0.74 1.08
C 2.14125 -3.52868 -0.52942 0.35 -0.92 -0.10
C 0.99288 -3.12125 -1.58500 -0.90 -0.47 1.17
C -0.46543 -3.26096 -0.83672 0.18 0.51 0.47
C -1.51932 -2.13526 -1.33618 0.09 -0.30 0.19
C -3.07357 -2.53800 -1.16178 -0.97 0.80 0.67
C -3.84324 -1.38804 -0.27620 -0.42 0.09 -0.39
C -3.91747 0.04682 -1.02098 0.07 0.98 0.10
C -2.87033 1.14072 -0.37519 -0.18 -0.11 -0.93
C 3.32683 -0.05617 -0.28259 -1.11 1.08 -3.04
C 3.79719 -0.40945 1.20642 0.55 -1.20 -1.12
I 5.07119 1.16971 2.11268 0.94 -0.14 -2.56
C 2.65450 -0.89463 2.23909 -0.19 -0.76 -0.28
C 1.13017 -0.82269 1.74972 -1.30 -0.28 1.17
I 3.01845 0.18111 4.14675 -2.27 -1.65 0.65
C 2.52929 1.29809 -0.61324 0.39 -1.80 -2.73
C 2.16706 2.43132 0.45267 -0.70 1.06 2.22
O 1.88464 2.28325 1.68175 1.27 -0.08 -5.02
H -0.18275 6.04111 -5.81791 1.83 0.03 2.10
H 2.75071 7.60612 0.83710 -0.57 -1.88 -1.29
H 3.13944 6.13938 2.74953 -0.05 -1.60 -0.87
H 2.40669 4.44148 2.93019 1.74 0.78 -1.38
H 4.97503 6.51224 1.39285 0.49 -1.63 0.28
H 6.30153 5.65366 2.39223 -1.69 -0.22 -1.15
H 7.24349 4.96378 0.41165 -1.75 -0.52 -0.18
H 5.85991 3.64946 0.39194 0.71 1.72 0.14
H 4.91775 6.26807 -1.01998 0.99 -1.52 0.06
H 4.96969 4.50315 -1.65003 0.84 1.35 0.94
H 6.48876 5.58103 -1.74177 -1.72 -0.46 1.00
H 1.98562 0.92819 -4.37550 0.64 -0.61 1.87
H 2.52928 -1.87775 -6.51458 0.27 1.12 0.96
H 3.83526 -3.93148 -4.53071 -0.97 0.82 0.15
H 5.11696 -2.58072 -2.33649 -1.14 0.68 1.69
H 5.29418 -2.39870 -0.51557 -1.67 0.39 -1.44
H 4.19251 -4.41792 -0.39289 -0.99 1.17 -1.41
H 3.48558 -4.41010 -2.09831 0.35 1.33 1.26
H 1.81564 -4.55659 -0.07559 0.55 1.79 -0.77
H 2.26026 -2.81735 0.36574 -0.50 -0.86 -1.45
H 1.05750 -2.02351 -1.91665 0.18 -1.77 0.23
H 1.02161 -3.88114 -2.46555 0.07 1.66 1.33
H -0.28735 -3.07998 0.30375 -0.34 -0.41 -1.93
H -0.91610 -4.31545 -0.92640 0.77 1.53 -0.07
H -1.29624 -1.88236 -2.44105 -0.39 -0.29 1.79
H -1.34197 -1.19619 -0.67668 -0.16 -1.42 -1.37
H -3.25382 -3.53676 -0.61217 0.65 1.40 -0.88
H -3.63823 -2.61096 -2.16989 1.09 0.10 1.56
H -4.93895 -1.70184 -0.01646 1.89 0.26 -0.54
H -3.30416 -1.22861 0.73191 -0.71 -0.39 -1.52
H -3.69032 -0.02438 -2.16356 -0.41 -0.15 2.10
H -4.97696 0.52964 -0.94410 1.77 -1.15 -0.08
H -3.39929 2.12750 -0.09204 0.83 -1.66 -0.41
H -2.11055 1.38953 -1.21555 -0.99 -0.32 1.74
H -2.34637 0.70865 0.55383 -0.70 0.75 -1.49
H 4.54262 -1.30294 1.10208 -1.41 1.78 0.16
H 2.86405 -2.00990 2.51533 -0.21 2.18 -0.52
H 0.56908 -1.68512 2.30891 1.03 1.48 -0.98
H 0.55691 0.13968 2.07864 1.42 -1.57 -0.79
H 0.94423 -1.01738 0.63270 0.68 0.45 1.60
C -4.88033 -3.56498 3.31146 -0.02 -0.31 -0.04
C -5.94011 -2.58607 3.78246 0.54 0.30 -0.19
N -7.25928 -3.21905 3.89563 -0.36 -0.13 -0.04
C -8.01316 -3.33281 5.04841 0.06 -0.04 -0.47
C -9.18154 -3.93892 4.69782 0.20 0.00 -0.35
N -9.11164 -4.18456 3.34106 0.36 0.19 0.09
C -7.94039 -3.74264 2.87241 -0.17 0.06 0.65
C -10.13782 -4.81763 2.51992 -0.12 -0.15 -0.33
H -5.13809 -3.98452 2.33519 0.10 0.08 0.04
H -3.91355 -3.06500 3.22186 -0.15 -0.01 0.00
H -4.77852 -4.39545 4.01491 0.03 0.10 -0.04
H -6.03219 -1.75371 3.07923 -0.02 -0.05 0.14
H -5.66082 -2.17279 4.75513 -0.31 -0.09 -0.09
H -7.62173 -2.95685 5.97774 -0.20 -0.08 0.07
H -10.06371 -4.22587 5.24377 0.14 0.08 0.17
H -7.60731 -3.79803 1.84399 -0.07 0.03 0.20
H -9.72997 -5.73266 2.08643 -0.14 0.08 0.06
H -10.42803 -4.12951 1.72406 -0.04 -0.13 0.10
H -11.01113 -5.05981 3.12665 0.22 0.09 -0.02

What did we get for gap between HOMO and LUMO? Answer: 5.78, 5.93 eV, in the order shown.
What did we get for E_tot? Answer: -81284.7036, -98890.2197 eV, in the order shown.
What did we get for lowest unoccupied orbital energy? Answer: -0.36, -3.01 eV, in the order shown.